C37H61Ge2N3OsP | ωB97M-V with the def2-TZVPD basis set

Results
Electronic energy in hartree: -6195.6130
Charge: +3
M in u: 914.340
E_HOMO (alpha / beta) in eV: -15.826 / -16.759
Expectation value of S²: 6.07
Energy relative to the best compared isomer or geometry (same formula, charge and spin) in kcal/mol: 0.0
Maximum force in Eh/bohr: 0.0198
Orbital gap (alpha / beta) in eV: 7.4 / 5.7
2S+1: 5

CARTESIAN COORDINATES (ANGSTROEM)
Os 0.869 0.539 -0.078
C 2.914 -1.351 4.336
C 2.833 -0.517 3.053
Ge 1.188 -0.879 2.006
C 1.066 -2.828 1.736
C 0.446 -3.608 2.905
C -0.219 -0.592 3.324
C -1.263 0.293 3.174
Ge -1.157 1.373 1.517
C -0.512 3.177 1.908
C -1.353 3.949 2.937
C -2.625 1.075 0.270
C -4.039 1.368 0.792
C -2.279 0.449 4.166
C -2.354 -0.421 5.314
C -3.313 -0.240 6.266
C -4.243 0.807 6.132
C -4.207 1.672 5.017
C -3.255 1.495 4.061
H 3.817 -1.083 4.885
H 2.977 -2.418 4.126
H 2.074 -1.175 5.008
H 3.684 -0.748 2.408
H 2.855 0.551 3.285
H 2.074 -3.177 1.509
H 0.451 -2.957 0.849
H 0.967 -3.447 3.849
H 0.492 -4.678 2.700
H -0.608 -3.354 3.045
H -0.144 -1.194 4.225
H -0.464 3.745 0.977
H 0.511 3.055 2.267
H -2.374 4.122 2.590
H -0.907 4.927 3.116
H -1.393 3.436 3.898
H -2.523 0.030 -0.022
H -2.420 1.683 -0.612
H -4.303 0.725 1.631
H -4.767 1.175 0.003
H -4.166 2.410 1.092
H -1.656 -1.238 5.427
H -3.361 -0.898 7.124
H -4.998 0.952 6.895
H -4.933 2.470 4.931
H -3.227 2.164 3.214
N 0.035 2.345 -1.226
C 1.073 3.360 -1.359
C 0.943 4.439 -2.185
C 1.979 5.391 -2.287
C 3.124 5.232 -1.562
C 3.284 4.111 -0.713
C 4.468 3.874 0.021
C 4.584 2.737 0.771
C 3.515 1.840 0.811
N 2.362 2.040 0.177
C 2.243 3.171 -0.610
H -0.335 2.104 -2.143
H -0.743 2.739 -0.708
H 0.036 4.570 -2.766
H 1.859 6.241 -2.944
H 3.931 5.950 -1.636
H 5.280 4.591 -0.032
H 5.482 2.512 1.330
H 3.598 0.931 1.383
C 2.739 -1.404 -2.223
C 1.647 -2.402 -2.642
C 1.898 -2.858 -4.088
C 1.813 -3.631 -1.734
P -0.065 -1.627 -2.411
N -0.057 -0.765 -1.003
C -1.423 -2.907 -2.278
C -1.384 -3.554 -0.885
C -2.789 -2.213 -2.409
C -1.327 -3.981 -3.374
C -0.431 -0.376 -3.776
C 0.820 0.502 -3.962
C -1.597 0.545 -3.338
C -0.803 -1.005 -5.127
H 3.690 -1.939 -2.178
H 2.564 -1.006 -1.217
H 2.866 -0.578 -2.920
H 2.859 -3.377 -4.104
H 1.969 -2.041 -4.800
H 1.148 -3.568 -4.433
H 2.845 -3.975 -1.834
H 1.176 -4.461 -2.019
H 1.649 -3.399 -0.685
H -1.366 -2.803 -0.094
H -0.545 -4.232 -0.755
H -2.296 -4.143 -0.764
H -2.900 -1.365 -1.732
H -3.555 -2.945 -2.147
H -2.996 -1.890 -3.426
H -0.480 -4.649 -3.253
H -1.297 -3.563 -4.378
H -2.227 -4.598 -3.313
H 1.203 0.908 -3.021
H 0.558 1.344 -4.607
H 1.634 -0.026 -4.450
H -1.685 0.636 -2.256
H -2.554 0.196 -3.713
H -1.445 1.537 -3.776
H -0.052 -1.684 -5.517
H -0.916 -0.195 -5.853
H -1.758 -1.526 -5.086